[1]
C17H18F5O7P2SSeZr | wB97M-V/def2-TZVPD

```
52
Properties=species:S:1:pos:R:3:forces:R:3:nbo_charge:R:1
Zr -0.623931 -0.447207 0.727181 -0.254 2.456 1.693 1.79
C -1.388341 -1.936527 -3.716363 -0.072 0.092 0.043 -0.65
C -0.556932 -2.266038 -2.490692 0.188 0.060 0.234 -0.43
O 0.337378 -3.356095 -2.660562 -0.022 0.055 -0.005 -0.72
P -1.563610 -2.771294 -1.039225 -0.441 -1.199 0.064 2.41
O -2.689200 -3.734201 -1.546307 -0.163 0.262 -0.212 -0.97
O -0.624678 -3.601493 -0.082875 -0.165 -0.263 -0.293 -0.96
O -2.094228 -1.619769 -0.237592 -0.121 -0.628 -0.751 -1.11
P 0.282776 -0.798509 -1.747155 0.415 0.088 -0.843 2.36
O 1.357084 -0.322583 -2.779590 -0.136 0.002 -0.039 -0.97
O 0.854944 -1.320179 -0.422919 0.701 -0.505 -0.612 -1.11
O -0.752782 0.237221 -1.363346 0.021 0.038 -0.334 -1.08
H -1.955423 -2.808610 -4.036580 0.006 -0.013 0.018 0.25
H -0.731823 -1.624121 -4.529402 0.003 0.028 0.007 0.24
H -2.075181 -1.117515 -3.494323 -0.010 -0.012 -0.075 0.25
H 0.939332 -3.179801 -3.394636 -0.012 -0.013 -0.063 0.50
H -3.553004 -3.657773 -1.106099 0.174 -0.017 0.000 0.55
H -0.120969 -4.318019 -0.503124 0.065 0.152 -0.006 0.55
H 1.573374 0.626376 -2.762151 0.012 -0.169 0.064 0.55
F 3.475962 1.535376 5.628696 0.069 -0.040 0.108 -0.27
C 2.825280 1.625865 4.482164 -0.101 0.161 -0.198 0.27
C 2.392593 0.490776 3.821213 -0.080 -0.073 -0.129 0.28
F 2.602220 -0.731487 4.301679 0.068 0.007 0.099 -0.28
C 1.718610 0.660137 2.633856 0.062 0.196 -0.077 0.29
F 1.315818 -0.480376 1.961365 0.278 -0.110 0.261 -0.33
C 1.407850 1.869857 2.043198 0.270 -0.102 0.540 -0.27
S 0.506144 1.902397 0.557010 -0.258 -0.260 -0.431 -0.15
C 1.869790 2.992808 2.731092 -0.156 -0.212 -0.217 0.32
F 1.630639 4.201151 2.239111 0.026 0.102 0.046 -0.28
C 2.566060 2.873234 3.921476 0.077 -0.069 0.118 0.33
F 2.991441 3.956946 4.552859 -0.001 0.082 0.024 -0.28
C -4.823699 -4.714921 1.808381 0.020 0.099 0.013 -0.65
C -4.013125 -3.457751 1.957396 0.165 -0.060 0.006 0.04
C -2.683778 -3.515583 2.351759 -0.081 -0.055 -0.074 -0.24
C -1.940571 -2.361627 2.580664 -0.117 0.099 0.243 -0.04
C -0.487695 -2.490645 2.970514 -0.439 -0.042 0.131 -0.63
C -2.557869 -1.109671 2.406908 0.293 0.222 0.369 -0.22
Se -1.599168 0.540599 2.837276 -0.517 -0.182 0.203 -0.04
C -3.886266 -1.028699 1.936178 -0.079 -0.019 0.068 0.00
C -4.525036 0.296320 1.636297 -0.005 -0.148 0.078 -0.64
C -4.586576 -2.205059 1.733849 -0.016 0.127 -0.034 -0.23
H -4.197500 -5.561401 1.529099 -0.029 -0.023 -0.011 0.22
H -5.616893 -4.590130 1.071102 -0.007 -0.050 0.003 0.22
H -5.299855 -4.956289 2.760654 -0.021 -0.032 -0.020 0.25
H -2.215257 -4.481102 2.507504 -0.001 0.003 -0.011 0.22
H -0.304311 -3.459185 3.432721 0.071 -0.067 -0.167 0.26
H -0.202953 -1.718739 3.679227 0.148 0.038 -0.057 0.26
H 0.156287 -2.452776 2.076333 0.206 -0.152 0.220 0.20
H -3.936681 0.835943 0.891753 -0.046 0.084 0.012 0.23
H -4.562047 0.917990 2.530924 0.001 0.065 -0.031 0.25
H -5.536743 0.164783 1.257442 0.006 -0.010 0.009 0.23
H -5.617214 -2.148809 1.399299 0.004 0.004 0.016 0.22
```
Positions in Å, forces in eV/Å.

## Properties
2S+1: 1
Total charge: +1
HOMO in eV: -10.70
Kohn-Sham gap in eV: 7.34
Energy above the lowest of the compared OMol25 structures with the same formula, charge and spin in kJ/mol: 37.2



[2]
C17H18FN3O3 | wB97M-V/def2-TZVPD

```
42
Properties=species:S:1:pos:R:3:forces:R:3:nbo_charge:R:1
C -5.057527 -1.460691 -1.071474 -0.005 -0.039 -0.020 -0.62
C -3.708366 -1.213077 -0.475161 0.169 0.040 0.054 -0.05
C -2.636408 -2.062515 -0.762815 -0.076 0.304 0.183 -0.15
C -1.386814 -1.851062 -0.228447 0.099 -0.134 -0.092 -0.25
C -1.131615 -0.768311 0.621246 -0.245 0.120 0.161 0.19
N 0.121079 -0.530938 1.143753 0.098 0.296 0.568 -0.63
C 1.310912 -1.159661 0.875484 -0.200 0.202 0.244 0.69
O 1.427772 -2.161177 0.205122 0.182 -0.216 -0.175 -0.61
C 2.500578 -0.423652 1.483953 0.210 0.077 -0.054 -0.31
N 3.572088 -0.161645 0.532034 -0.204 -0.027 0.020 -0.43
C 4.559648 -1.220781 0.471801 0.067 -0.050 0.023 -0.41
C 3.123264 0.182372 -0.817116 0.224 0.011 -0.117 -0.25
C 1.922290 1.084469 -0.831243 0.038 0.040 -0.165 -0.08
C 0.795152 0.734472 -1.564199 0.163 0.174 0.011 -0.13
C -0.334577 1.533120 -1.554999 -0.092 0.267 0.027 -0.31
C -0.319864 2.692119 -0.801870 0.084 -0.158 -0.083 0.40
F -1.428260 3.461944 -0.773754 0.075 -0.035 0.042 -0.33
C 0.792485 3.077497 -0.075312 -0.174 0.065 -0.055 -0.27
C 1.913282 2.268753 -0.100932 -0.066 -0.080 -0.139 -0.19
C -2.213988 0.087427 0.924159 -0.208 -1.134 -0.865 0.02
N -2.109011 1.218470 1.786136 0.027 0.560 0.543 0.52
O -3.124309 1.800443 2.097210 -0.061 0.172 0.061 -0.36
O -0.999465 1.561325 2.189456 0.030 0.160 0.139 -0.42
C -3.476499 -0.151428 0.371957 0.112 0.034 0.035 -0.17
H -5.431832 -2.436140 -0.764159 -0.106 -0.043 -0.007 0.22
H -4.997212 -1.456468 -2.158752 -0.081 0.007 -0.077 0.22
H -5.766646 -0.700234 -0.757683 -0.099 0.024 -0.015 0.22
H -2.792756 -2.904729 -1.420625 0.013 -0.117 -0.075 0.22
H -0.573928 -2.517843 -0.462167 0.016 0.007 0.023 0.26
H 0.158298 0.316104 1.713962 0.056 -0.316 -0.339 0.44
H 2.908128 -1.035511 2.292333 -0.072 0.045 -0.010 0.23
H 2.175095 0.529905 1.910578 -0.078 -0.149 0.062 0.20
H 5.366559 -0.905894 -0.189006 0.081 -0.022 -0.008 0.20
H 4.972359 -1.381234 1.466726 0.075 -0.057 0.009 0.20
H 4.146941 -2.166012 0.096225 0.019 -0.003 -0.009 0.19
H 3.965840 0.689199 -1.303060 -0.055 -0.112 -0.049 0.21
H 2.894615 -0.724192 -1.400542 0.019 0.101 0.038 0.19
H 0.791319 -0.180239 -2.138455 0.014 -0.137 -0.016 0.21
H -1.217619 1.264236 -2.113593 -0.120 -0.009 -0.042 0.23
H 0.766688 3.988981 0.499530 -0.030 0.109 0.065 0.23
H 2.793466 2.548562 0.457228 0.116 0.039 0.108 0.23
H -4.271166 0.534022 0.626471 -0.016 -0.016 -0.007 0.25
```
Positions in Å, forces in eV/Å.

## Properties
2S+1: 1
Total charge: 0
HOMO in eV: -8.60
SMILES: Cc1ccc(NC(=O)CN(C)Cc2ccc(F)cc2)c([N+](=O)[O-])c1
Kohn-Sham gap in eV: 7.86
Energy above the lowest of the compared OMol25 structures with the same formula, charge and spin in kJ/mol: 127.8



[3]
C17H18FNO2S | wB97M-V/def2-TZVPD

```
40
Properties=species:S:1:pos:R:3:forces:R:3:nbo_charge:R:1
C -7.375653 -1.108637 0.605959 -0.433 0.127 0.183 -0.25
O -6.205354 -1.668700 0.045302 0.300 -0.012 -0.099 -0.48
C -5.090585 -0.918699 -0.098905 0.236 -0.003 -0.095 0.24
C -4.001562 -1.572695 -0.687047 -0.221 0.072 0.130 -0.24
C -2.793956 -0.943397 -0.890852 0.021 0.141 0.070 -0.18
C -2.622078 0.387619 -0.516457 -0.392 0.033 0.056 -0.15
C -1.359391 1.157076 -0.716969 0.012 -0.267 -0.036 0.66
O -1.346480 2.369684 -0.811250 -0.031 0.278 0.075 -0.63
N -0.232337 0.409359 -0.793813 0.177 -0.264 -0.009 -0.62
C 1.070841 1.016407 -0.921728 0.228 0.375 0.018 -0.23
C 1.678412 1.406532 0.430978 -0.172 -0.119 -0.165 -0.43
C 1.719182 0.248767 1.417687 0.453 -0.171 -0.229 -0.52
S 2.514274 -1.252098 0.739798 -0.142 -0.063 0.260 0.22
C 4.154511 -0.711057 0.338125 -0.344 -0.021 0.038 -0.19
C 4.784541 -1.340226 -0.729669 -0.072 0.029 0.073 -0.18
C 6.072982 -0.984256 -1.078553 0.101 -0.020 -0.020 -0.20
C 6.737481 0.005487 -0.372442 0.087 0.008 -0.033 -0.23
C 6.110300 0.624929 0.694804 0.064 0.065 0.035 -0.19
C 4.824746 0.266129 1.059404 0.034 -0.007 -0.007 -0.24
C -3.698080 1.059591 0.048904 0.076 -0.155 -0.069 -0.24
C -4.901346 0.418210 0.259915 0.003 0.045 0.024 0.36
F -5.895101 1.145067 0.832481 0.085 -0.145 -0.075 -0.34
H -7.212827 -0.779816 1.635176 -0.008 -0.032 -0.095 0.18
H -8.110481 -1.912075 0.595409 0.035 0.066 0.008 0.19
H -7.746434 -0.270221 0.011562 0.038 -0.076 0.047 0.18
H -4.147367 -2.600183 -0.980455 -0.030 -0.115 -0.038 0.23
H -1.998450 -1.491003 -1.372978 0.077 -0.054 -0.058 0.21
H -0.261407 -0.571212 -0.568858 -0.123 0.057 -0.036 0.40
H 0.953804 1.917686 -1.527664 0.069 -0.141 0.005 0.23
H 1.727963 0.313965 -1.439317 -0.074 0.108 0.008 0.21
H 2.686447 1.787445 0.256166 -0.028 0.057 0.034 0.22
H 1.078805 2.206669 0.869917 0.040 0.077 -0.015 0.23
H 0.712134 -0.084150 1.670482 0.025 -0.012 0.070 0.23
H 2.226630 0.528674 2.340286 -0.137 0.011 0.041 0.22
H 4.256266 -2.107379 -1.275485 -0.050 -0.055 -0.111 0.21
H 6.556931 -1.476620 -1.908815 0.045 -0.039 -0.071 0.21
H 7.741119 0.289946 -0.649893 0.081 0.024 -0.029 0.22
H 6.625064 1.390634 1.256398 0.055 0.061 0.035 0.22
H 4.359753 0.745090 1.907339 -0.068 0.035 0.055 0.21
H -3.593293 2.097440 0.325052 -0.018 0.101 0.024 0.25
```
Positions in Å, forces in eV/Å.

## Properties
2S+1: 1
Total charge: 0
HOMO in eV: -8.39
SMILES: COc1ccc(C(=O)NCCCSc2ccccc2)cc1F
Kohn-Sham gap in eV: 8.99
Energy above the lowest of the compared OMol25 structures with the same formula, charge and spin in kJ/mol: 0.0